Version a
DFT (wB97M-V/def2-TZVPD) results for a gas-phase ion, C4H4N3 (charge +1).

Lowest unoccupied orbital energy (alpha / beta) in Eh: -0.2493 / -0.2492
Gap between HOMO and LUMO (alpha / beta) in eV: 6.02 / 6.02
Total charge: +1

Structure (XYZ):
```
11
C4H4N3 (wB97M-V/def2-TZVPD)
C 0.656 0.905 1.155
C 0.402 1.828 0.293
C 0.419 -0.503 1.101
C -0.550 -0.479 -1.049
N -1.525 -0.656 -3.185
N -1.075 -0.706 -2.146
N -0.145 -1.076 0.040
H 1.137 1.247 2.078
H 0.248 2.668 -0.332
H 0.679 -1.131 1.934
H -0.247 -2.095 0.111
```

Version b
DFT (wB97M-V/def2-TZVPD) results for a gas-phase ion, C4H4N3 (charge +1).

Lowest unoccupied orbital energy (alpha / beta) in Eh: -0.3326 / -0.3177
Gap between HOMO and LUMO (alpha / beta) in eV: 6.20 / 7.96
SMILES string: C=CC1=NN=[N+]=C1
Total charge: +1

Structure (XYZ):
```
11
C4H4N3 (wB97M-V/def2-TZVPD)
C -0.219 1.177 -0.990
C 0.526 0.193 -0.224
C -1.179 -1.246 1.088
C 0.130 -0.948 0.595
N 0.723 1.986 -1.367
N 1.890 0.575 -0.317
N 1.901 1.614 -1.012
H -1.262 1.143 -1.268
H -1.474 -2.211 1.366
H -1.986 -0.493 1.265
H 0.951 -1.791 0.865
```

Quick one: most stable of them? version b

Version a
DFT (wB97M-V/def2-TZVPD) results for a gas-phase ion, C3H8N2OS (charge +1).

Lowest unoccupied orbital energy (alpha / beta) in Eh: -0.1467 / -0.3473
Gap between HOMO and LUMO (alpha / beta) in eV: 9.54 / 3.90
Multiplicity: 2
Total charge: +1

Structure (XYZ):
```
15
C3H8N2OS (wB97M-V/def2-TZVPD)
C -0.623 0.824 -0.752
C 0.500 -0.356 -1.025
S 0.801 -0.741 -2.786
N -0.610 1.199 0.697
C -0.479 0.083 1.600
N 0.774 0.050 2.215
O -1.112 -0.959 1.399
H -0.326 1.732 -1.380
H -1.668 0.544 -0.928
H 0.323 -1.254 -0.419
H 1.493 0.124 -0.708
H 0.278 -1.964 -3.069
H -1.530 1.581 0.852
H 0.753 -0.721 2.872
H 1.425 -0.141 1.431
```

Version b
DFT (wB97M-V/def2-TZVPD) results for a gas-phase ion, C3H8N2OS (charge +1).

Lowest unoccupied orbital energy (alpha / beta) in Eh: -0.1490 / -0.3375
Gap between HOMO and LUMO (alpha / beta) in eV: 10.08 / 4.81
Multiplicity: 2
Total charge: +1

Structure (XYZ):
```
15
C3H8N2OS (wB97M-V/def2-TZVPD)
N -1.701 -0.464 0.573
C -0.271 -0.245 0.276
C 0.075 0.400 -1.066
S 0.314 -0.869 -2.322
C 0.419 0.522 1.399
N 0.361 -0.035 2.628
O 0.888 1.613 1.157
H -2.028 0.332 1.112
H -2.233 -0.422 -0.295
H 0.144 -1.262 0.247
H 1.068 0.880 -1.012
H -0.671 1.104 -1.454
H 0.154 -0.094 -3.418
H -0.134 -0.915 2.649
H 0.226 0.613 3.398
```

Quick one: most stable of them? version b